Density functional theory data (ωB97M-V/def2-TZVPD) for a gas-phase ion, C3H7BrNS (charge +1) in a non-equilibrium geometry.

Bonds (Å) are listed after each position.
Positions of all 13 atoms, in Å:
1 C 0.214 0.371 0.669  C2 1.521, N4 1.472, H7 1.062, H8 1.120
2 C 1.479 0.014 -0.097  C1 1.521, S5 1.811, H9 1.191, H10 1.082
3 C -0.572 -1.132 -1.180  N4 1.554, S5 1.799, Br6 1.998, H11 1.026
4 N -0.965 -0.138 -0.051  C1 1.472, C3 1.554, H12 1.009, H13 1.080
5 S 1.101 -1.634 -0.748  C2 1.811, C3 1.799
6 Br -0.689 -0.146 -2.914  C3 1.998
7 H 0.220 0.091 1.694  C1 1.062
8 H 0.064 1.457 0.895  C1 1.120
9 H 1.679 0.730 -1.028  C2 1.191
10 H 2.364 0.268 0.471  C2 1.082
11 H -1.170 -1.964 -1.213  C3 1.026
12 H -1.541 -0.609 0.631  N4 1.009
13 H -1.317 0.822 -0.400  N4 1.080

Properties
LUMO energy (eV): -3.8
Energy (a.u.): -3145.16584
SMILES: Br[C@@H]1[NH2+]CCS1
HOMO-LUMO gap (hartree): 0.3671
ΔE to the lowest compared entry with this formula, charge and spin (kcal per mole): 7.79
HOMO level (eV): -13.79
Total charge: +1